ORCA calculation (ωB97M-V/def2-TZVPD) on 2 unconnected molecules or ions with the total composition H5NP4 at a distorted geometry.

LUMO level ... -0.34 eV
Energy relative to the best compared isomer or geometry (same formula, charge and spin) ... 8.9 kcal/mol
Frontier orbital gap ... 8.22 eV
Electronic energy ... -1423.076317 hartree

The geometry in ORCA input format:
```
! RIJCOSX wB97M-V def2-TZVPD def2/J DEFGRID3
* xyz 0 1
P -2.0909 -0.4474 -0.2101
P -0.6600 -0.4276 1.4253
P 0.9494 0.7343 0.5379
H -2.2383 0.9406 -0.2170
H -3.1837 -0.5984 0.6335
H -0.0851 -1.6468 1.1225
H 0.7068 0.4317 -0.7966
H 0.1857 1.9008 0.4455
N 2.1053 -1.9976 0.5101
P 3.4373 -1.4726 0.8072
*
```

Results of the natural (NBO) charge analysis, in e, for atoms 1 through 4: P 0.03; P 0.00; P 0.01; H -0.01